78
Properties=species:S:1:pos:R:3:forces:R:3:mulliken_charge:R:1 method="wB97M-V/def2-TZVPD" e_above_lowest_kcal_mol=17.6 mol_weight_g_mol=767.66 energy_ev=-134804.1468 orbital_gap_ev="7.1 / 3.2" spin_multiplicity=5 charge=+4 e_homo_ev="-19.114 / -18.861"
N -6.118 2.533 -4.218 -0.18 0.15 0.07 -0.417
C -5.843 3.319 -3.181 0.50 0.17 0.44 -0.481
C -4.625 3.244 -2.487 -0.39 0.07 -0.14 -0.586
C -3.642 2.343 -2.952 0.82 -0.26 1.05 1.180
C -3.963 1.482 -4.013 -0.98 0.06 -0.61 -0.265
C -5.224 1.650 -4.636 1.22 -0.46 0.28 -0.643
C -2.315 2.342 -2.242 -1.07 2.69 -2.19 -1.024
Pt -1.579 0.539 -1.748 -1.02 -2.19 2.15 0.494
P 3.682 -0.223 -0.831 3.23 -0.15 0.94 1.322
C -1.039 2.055 -2.950 -0.45 2.06 -0.34 -0.966
C 0.208 2.763 -2.545 -0.78 -0.32 -0.11 0.659
C 1.424 2.469 -3.194 1.16 -0.57 0.06 -0.450
C 2.626 2.729 -2.555 -0.53 -0.18 -0.82 -0.440
C 2.639 3.355 -1.287 0.22 1.06 -0.56 -0.904
C 1.402 3.852 -0.759 -0.59 0.41 -0.05 -0.503
C 0.221 3.651 -1.446 0.58 0.05 0.91 -0.501
Br 2.978 1.565 0.465 -0.57 -1.55 0.23 -0.097
H -2.304 3.041 -1.394 0.02 -0.35 -0.36 0.620
H -1.119 1.775 -4.008 0.07 0.03 0.26 0.961
H -4.450 3.863 -1.603 -0.05 -0.11 -0.39 0.420
H -3.313 0.666 -4.328 0.00 0.34 -0.09 0.383
H -6.626 4.020 -2.884 0.27 -0.19 -0.02 0.415
H -5.515 1.040 -5.492 0.11 0.06 0.21 0.417
H 1.404 1.949 -4.160 0.04 0.23 0.35 0.521
H -0.703 4.125 -1.114 0.36 -0.20 0.12 0.555
H 3.573 2.464 -3.023 -0.20 0.17 0.01 0.811
H 1.398 4.388 0.194 0.06 0.06 -0.42 0.625
P -1.766 -1.723 -1.683 -0.31 -2.80 -0.05 0.175
C 5.368 0.368 -0.863 -0.58 0.35 0.22 -0.532
C 6.098 0.889 -2.035 0.25 -0.14 -0.60 -1.445
H 5.768 0.701 0.108 -0.20 -0.46 -0.43 0.482
H 3.613 3.680 -0.885 -0.78 0.08 -0.22 0.612
H 6.144 1.988 -1.977 0.17 -0.14 -0.02 0.362
H 7.141 0.534 -1.964 -0.14 0.24 -0.01 0.383
H 5.742 0.598 -3.038 -0.03 0.16 0.58 0.400
C 3.302 -0.635 -2.536 -1.29 0.46 -0.78 0.652
C 4.305 -1.650 -3.127 0.45 -0.61 0.20 -1.487
H 3.311 0.297 -3.126 0.00 -0.41 0.32 0.176
H 2.273 -1.033 -2.581 0.31 0.19 -0.06 -0.545
H 4.282 -1.598 -4.222 -0.15 0.17 0.24 0.423
H 5.343 -1.461 -2.823 -0.35 -0.10 -0.07 0.419
H 4.061 -2.687 -2.862 0.00 0.34 0.07 0.417
C 3.605 -1.657 0.285 -0.53 -0.18 0.16 -0.178
C 4.499 -1.548 1.526 0.13 0.18 0.41 -1.148
H 3.937 -2.513 -0.321 -0.10 0.30 -0.20 0.463
H 2.555 -1.845 0.557 0.22 0.01 -0.13 0.160
H 4.817 -2.552 1.837 -0.14 0.26 -0.14 0.396
H 5.406 -0.970 1.324 -0.15 -0.27 0.16 0.256
H 3.978 -1.096 2.379 0.13 -0.04 -0.29 0.363
C -1.424 -2.529 -0.068 0.11 0.60 -0.06 0.146
C -1.582 -4.038 -0.058 -0.05 -0.32 0.02 -1.316
H -2.074 -2.065 0.687 0.16 -0.22 -0.26 0.169
H -0.393 -2.233 0.172 -0.10 -0.07 0.11 0.117
H -2.618 -4.343 -0.220 0.13 0.02 0.01 0.352
H -0.949 -4.528 -0.800 -0.08 -0.01 0.07 0.368
H -1.280 -4.415 0.921 -0.05 -0.03 -0.07 0.417
C -0.553 -2.464 -2.831 0.30 0.08 0.15 -0.235
C -0.756 -2.091 -4.295 0.04 -0.07 -0.24 -1.170
H -0.622 -3.555 -2.705 0.02 0.27 0.01 0.473
H 0.442 -2.151 -2.464 -0.32 -0.21 -0.14 -0.047
H -1.695 -2.491 -4.684 0.16 0.03 0.02 0.398
H -0.750 -1.012 -4.471 0.00 0.02 0.09 0.183
H 0.051 -2.521 -4.894 -0.13 0.02 0.01 0.444
C -3.393 -2.367 -2.278 0.05 0.44 -0.33 -0.586
C -4.659 -1.928 -1.542 -0.19 0.04 0.18 -1.221
H -3.315 -3.468 -2.253 0.20 0.34 -0.02 0.568
H -3.441 -2.076 -3.341 -0.04 -0.11 0.33 0.377
H -5.540 -2.323 -2.075 0.34 0.05 0.29 0.433
H -4.681 -2.304 -0.509 -0.06 0.01 -0.30 0.302
H -4.789 -0.839 -1.499 0.07 -0.18 -0.18 0.210
N -2.157 -0.335 2.577 -0.24 1.11 -1.22 -0.313
C -1.890 0.353 1.450 0.90 -1.13 1.69 0.614
N -0.682 0.887 1.252 -0.03 0.52 -0.35 -0.141
S -3.070 0.408 0.203 0.21 0.39 -1.13 -0.211
H -1.523 -0.367 3.366 0.04 0.02 -0.03 0.231
H -3.095 -0.696 2.725 0.11 0.14 0.11 0.283
H -0.462 1.228 0.300 -0.24 -0.10 1.06 -0.052
H -0.106 1.211 2.025 -0.07 -0.32 -0.12 0.297

48
Properties=species:S:1:pos:R:3:forces:R:3:mulliken_charge:R:1 method="wB97M-V/def2-TZVPD" e_above_lowest_kcal_mol=41.4 mol_weight_g_mol=361.47 energy_ev=-40487.6680 orbital_gap_ev=9.6 charge=0 e_homo_ev=-9.390
C -3.859 -2.224 -0.817 -0.16 0.23 -0.08 -1.004
H -3.992 -2.822 -1.715 0.00 -0.14 -0.08 0.414
H -4.369 -2.714 0.008 -0.04 -0.11 0.09 0.270
H -2.798 -2.173 -0.584 0.10 -0.02 0.01 0.156
C -4.429 -0.825 -1.035 0.27 -0.55 -0.38 -0.700
N -4.271 -0.006 0.148 0.73 0.90 0.00 0.315
S -3.220 1.274 -0.020 0.12 -0.45 -0.09 1.257
O -3.312 2.081 1.161 -0.09 -0.18 0.25 -0.723
O -3.356 1.916 -1.300 0.10 -0.23 0.01 -0.689
C -1.656 0.397 -0.002 -0.37 0.29 -0.20 -0.110
C -1.291 -0.272 1.151 0.11 -0.05 0.11 -0.402
C -0.103 -0.978 1.174 -0.01 0.03 -0.04 -1.005
C 0.722 -0.999 0.051 -0.27 0.04 0.00 0.770
C 0.336 -0.327 -1.105 0.08 -0.10 0.20 -0.580
C -0.860 0.370 -1.130 -0.16 0.18 -0.09 -0.366
H -1.190 0.900 -2.010 0.01 0.03 -0.14 0.551
H 0.949 -0.369 -1.993 0.05 0.00 -0.07 0.522
C 1.998 -1.780 0.144 0.01 0.18 -0.28 0.048
O 2.093 -2.786 0.816 0.00 -0.15 0.27 -0.658
N 3.022 -1.273 -0.584 0.07 0.15 -0.24 -0.116
H 2.927 -0.350 -0.978 -0.12 -0.06 0.08 0.368
C 4.364 -1.793 -0.470 0.18 -0.19 0.21 -0.987
H 4.874 -1.660 -1.426 -0.01 -0.06 0.06 0.443
H 4.279 -2.856 -0.239 0.07 0.10 -0.13 0.384
C 5.158 -1.089 0.645 -0.17 -0.07 -0.18 -0.703
C 5.211 0.389 0.392 -0.17 -0.06 0.29 0.499
N 6.204 0.826 -0.372 0.27 -0.40 -0.14 -0.532
C 6.270 2.114 -0.657 -0.03 0.37 -0.07 -0.259
C 5.345 3.044 -0.208 -0.05 -0.04 0.04 -0.394
C 4.300 2.593 0.584 0.06 -0.01 -0.06 -0.561
C 4.230 1.244 0.892 0.09 0.07 -0.03 -0.252
H 3.435 0.858 1.512 -0.04 -0.05 0.06 0.390
H 3.554 3.279 0.957 -0.04 0.05 0.03 0.416
H 5.439 4.086 -0.468 0.03 0.08 -0.03 0.375
H 7.106 2.409 -1.277 0.03 0.12 -0.04 0.381
H 4.676 -1.292 1.602 0.01 -0.06 0.02 0.326
H 6.171 -1.489 0.654 0.01 0.02 0.07 0.405
H 0.206 -1.525 2.052 0.01 -0.04 0.07 0.465
H -1.943 -0.228 2.009 -0.03 -0.07 0.18 0.423
C -5.407 0.188 1.024 -0.31 0.41 0.35 -0.660
C -6.454 1.138 0.451 0.15 -0.21 0.08 -1.021
H -7.263 1.276 1.165 -0.12 0.05 0.03 0.399
H -6.871 0.752 -0.477 -0.08 0.00 -0.08 0.279
H -5.990 2.100 0.250 -0.07 0.13 -0.01 0.305
H -5.007 0.607 1.948 -0.21 -0.17 0.08 0.379
H -5.841 -0.793 1.237 0.13 0.03 0.01 0.380
H -3.903 -0.325 -1.852 -0.21 -0.17 -0.12 0.420
H -5.485 -0.894 -1.309 0.06 0.16 -0.01 0.383

11
Properties=species:S:1:pos:R:3:forces:R:3:mulliken_charge:R:1 method="wB97M-V/def2-TZVPD" e_above_lowest_kcal_mol=138.2 mol_weight_g_mol=116.14 energy_ev=-19033.0542 orbital_gap_ev=7.6 charge=0 e_homo_ev=-7.844
C 0.166 -0.284 0.405 -5.88 -0.25 -2.00 0.280
C -1.111 -0.331 -0.230 1.98 0.77 -1.19 -0.453
C 0.964 0.326 -0.520 2.87 1.60 0.23 0.180
H -0.291 0.209 2.442 3.69 -3.38 -2.63 0.323
H 1.628 -0.959 1.708 -4.98 2.22 0.94 0.320
H -1.970 -0.723 0.275 -0.68 0.09 -0.49 0.432
H -1.506 0.771 -2.335 0.97 -1.82 2.77 0.302
N 0.344 -0.632 1.690 2.40 0.58 3.58 -0.620
N -0.985 0.126 -1.603 -1.19 -0.38 1.30 -0.180
O 0.339 0.445 -1.677 0.89 1.11 -1.92 -0.237
S 2.422 1.051 -0.154 -0.05 -0.55 -0.58 -0.345

23
Properties=species:S:1:pos:R:3:forces:R:3:mulliken_charge:R:1 method="wB97M-V/def2-TZVPD" mol_weight_g_mol=179.04 energy_ev=-44377.4020 orbital_gap_ev="4.7 / 5.7" spin_multiplicity=6 charge=-1 e_homo_ev="-0.711 / -2.170"
C 0.480 0.528 -1.935 -1.76 0.43 -0.91 -0.525
C -0.715 1.280 -1.484 -0.34 -2.02 -2.46 -0.861
C -1.756 0.284 -1.178 0.18 0.51 -1.68 -0.346
C -1.223 -1.021 -1.469 0.18 0.52 -0.65 -0.740
C 0.140 -0.879 -1.912 -0.43 -0.14 -1.07 -0.310
Fe -0.010 0.211 -0.011 -2.68 -0.30 0.41 -0.020
N 1.483 -0.102 0.772 4.11 -0.30 3.16 -0.252
C 1.208 1.140 1.667 -0.08 0.45 0.27 -0.389
C -0.073 1.888 1.156 0.37 -0.10 0.94 -0.961
H -2.791 0.542 -0.967 0.28 -0.25 0.13 0.468
H -0.840 2.339 -1.476 0.01 0.31 0.12 0.732
H -1.803 -1.955 -1.355 0.59 0.65 -0.07 0.527
H 0.854 -1.701 -2.117 -0.66 0.64 0.22 0.338
H 1.438 1.002 -2.167 -0.40 -0.48 0.07 0.359
H 0.077 2.771 0.511 0.01 -0.37 0.68 0.336
H 2.054 1.829 1.574 0.16 -0.07 0.27 0.383
H 2.370 -0.643 0.820 -0.76 1.03 0.55 0.004
H -1.019 1.850 1.733 0.91 0.30 0.03 0.142
H 1.031 0.892 2.739 0.40 -0.14 -0.48 0.199
C -0.227 -2.565 1.271 -0.24 1.00 -0.15 -0.850
H 0.048 -1.686 1.892 -0.36 -0.78 -0.88 0.232
H -0.161 -3.523 1.714 0.09 -0.95 0.34 0.382
H -0.566 -2.482 0.220 0.42 0.06 1.17 0.153